DFT (ωB97M-V/def2-TZVPD) results for the molecule C3H4N2O.

Properties
**Total charge**: 0
**Gap between HOMO and LUMO**: 0.4098 Ha
**LUMO**: 0.82 eV
**Structure (SMILES)**: Cc1nnco1
**Energy above the lowest of the compared OMol25 structures with the same formula, charge and spin**: 86.16 kcal/mol
**E_tot**: -8200.149 eV

Last column: Löwdin charge in e.
Geometry (Å):
1 C 2.010 -0.103 -0.014  -0.0284
2 C 0.567 0.042 0.063  -0.4955
3 N -0.032 1.186 -0.068  0.1113
4 N -1.347 0.729 0.047  -0.0052
5 C -1.438 -0.502 0.017  -0.2234
6 O -0.176 -1.150 -0.039  0.0579
7 H 2.155 1.124 -0.200  0.1457
8 H 2.572 -0.670 -0.784  0.0826
9 H 2.140 -0.374 1.187  0.1511
10 H -2.636 -0.910 -0.145  0.2040

Atoms 1-3, force components in eV/Å:
0.9 3.6 3.1
1.2 -1.5 -3.4
-0.6 -3.1 1.7